1.
A 5-piece molecular cluster, C32H49ClF9O18PS overall. Source: the Open Molecules 2025 dataset; level of theory: the ωB97M-V functional and the def2-TZVPD basis.

Element x y z (Å)
H: 4.0778 -7.4697 2.5374
F: 0.1314 7.9868 -0.5906
H: 0.0827 2.9796 -7.9126
H: -2.9053 4.9528 0.7039
C: 0.3035 3.3593 -5.5011
C: -0.4711 1.2338 -3.8098
H: -0.2762 -4.1305 5.8548
C: -3.4816 3.0897 -1.0297
O: -4.8276 -6.5950 -0.6132
C: 2.5408 -5.1505 0.5749
O: 5.1492 10.2914 -0.7612
C: 4.6883 -5.9833 1.0901
H: 5.4316 -6.6228 0.6006
H: 5.0709 -4.9564 1.0515
F: -2.6339 7.6923 -1.5877
C: -0.5531 6.6408 -0.6906
O: 0.3685 -1.8665 -0.8961
C: 0.1029 2.7623 -3.9554
H: 3.8116 6.5763 -1.0520
C: -3.1942 2.0424 -2.2606
H: -2.7703 2.6685 -3.1536
H: -4.5420 -5.6768 2.6265
H: 7.8619 12.0818 1.0743
C: -4.9221 -5.5956 1.6041
C: -0.0618 2.4769 -6.8633
C: -4.8653 -4.5781 -3.4741
H: 6.4655 12.3382 0.0092
C: 4.4883 -6.4553 2.5207
P: 0.0998 -1.1073 -2.4428
H: -6.0068 -5.7405 1.6143
H: -2.8344 2.9171 -0.0701
H: 2.8962 -10.1966 7.9461
H: -1.2391 -0.7655 -5.0165
H: 5.0355 7.7942 -1.4535
O: 0.4084 -8.2086 6.8151
F: -0.3750 4.0712 -0.1392
C: -3.1084 5.6291 -0.2588
H: -3.1694 -6.4703 0.6512
F: -0.6954 5.6858 1.7630
C: 0.3460 -4.5627 0.0537
O: -3.5630 -0.5922 -3.7600
O: 2.0497 -7.0459 5.7028
O: 2.6460 -4.2173 1.3550
H: 0.3611 3.4369 -3.0212
C: 5.5274 9.9476 0.3475
H: -0.0675 -4.7526 1.0466
H: -5.3601 -0.4757 -4.4386
F: -2.3842 7.8561 0.7655
H: 1.6551 -9.5651 5.8305
H: -4.6094 2.9653 -0.7202
C: 0.9477 -7.1134 6.2239
H: 7.7673 11.1831 -0.4528
O: 0.0585 -6.0942 6.3347
C: 4.5913 7.2200 -0.6345
O: 3.4775 -6.1017 0.3350
O: -0.0438 1.2515 -1.1440
H: -2.7108 -1.6075 -1.9982
O: -3.6563 -4.6785 -1.1011
H: -5.3321 -3.6719 -3.0819
H: -0.8761 0.2279 -7.6274
F: 1.5912 5.2940 -0.7868
H: 3.5517 7.5260 1.2176
H: -4.2081 6.0607 -0.0843
H: 0.5841 -10.2251 7.0664
C: 4.0184 8.1350 0.4350
O: 6.5182 10.5349 1.0655
H: -4.2624 1.6465 -2.6158
H: -4.4262 -7.6223 1.1026
H: -4.7421 -4.5749 1.2523
C: -4.4415 -5.5629 -1.4041
H: 1.8861 -9.0501 8.8623
C: 0.5493 -4.8479 5.8456
H: 0.9403 -1.2695 -0.2967
C: -0.8649 0.9463 0.0741
H: -4.1529 4.9683 -2.2085
H: 3.2399 8.7932 0.0313
C: -0.8189 0.3323 -5.1756
H: 0.6998 4.4529 -5.6249
O: 5.0517 8.8998 1.0655
C: 1.2356 -9.3773 6.8261
C: -2.3149 0.7188 -1.8549
S: 0.3657 5.4980 0.4420
H: 3.0163 -8.4518 7.6566
C: -0.6138 0.9224 -6.7179
H: -0.4244 -4.7811 -0.6914
H: 0.9125 -4.9402 4.8150
O: 1.4520 -5.4305 -0.1853
C: -2.1215 6.9184 -0.3912
H: -4.2507 -0.5517 -1.7396
C: 2.3224 -9.2676 7.8825
O: -0.5481 1.1605 1.3588
O: -5.1007 -5.6684 -2.5857
F: 1.3437 4.5036 1.4511
H: -3.7922 -4.4222 -3.6371
H: -2.2899 4.6701 -2.2879
C: -0.7324 0.6149 -2.2782
C: -3.2156 -0.5988 -2.3279
Cl: 2.0918 -0.8682 -3.2584
H: 0.6362 -3.5104 -0.0507
C: 7.1807 11.5910 0.3733
C: -4.2550 -6.6179 0.6990
H: 3.7774 -5.8170 3.0548
H: 1.3394 -4.4765 6.5017
H: -5.3266 -4.8183 -4.4364
H: 5.3866 6.5933 -0.2192
H: 5.4352 -6.4448 3.0682
F: 1.3011 6.8522 1.0271
F: -0.2509 6.1951 -2.1032
O: -2.1514 0.4071 -0.3958
O: -4.8237 -1.0011 -3.7747
C: -3.2049 4.6505 -1.5626

Atomic forces in eV per Å
H 0.2 0.1 -0.1
F -2.5 -4.3 -0.7
H -0.3 -1.2 2.3
H 0.0 1.8 -2.1
C -1.5 -3.6 0.5
C 0.7 2.4 -2.8
H 0.0 -0.4 0.1
C 0.0 0.6 -0.3
O 0.3 0.7 -0.9
C -0.1 0.1 0.3
O 0.5 -0.4 1.6
C 0.5 0.0 0.5
H -0.4 0.1 -0.2
H -0.3 -0.1 0.0
F 1.9 -2.1 3.3
C 1.2 4.4 -3.6
O 0.9 4.2 -1.2
C -1.0 -2.4 -4.0
H 0.1 0.1 0.1
C -0.8 0.4 0.4
H -0.4 -1.6 1.7
H 0.0 -0.1 -0.1
H -0.2 -0.3 0.1
C -0.1 0.3 -0.1
C -0.4 -1.7 4.0
C 0.1 0.4 -0.4
H 0.1 -0.3 0.0
C -0.3 0.1 0.2
P -0.2 -2.8 0.0
H 0.1 -0.1 0.1
H -1.1 0.1 -1.9
H -0.1 0.1 0.0
H 1.0 2.7 -0.4
H -0.2 0.0 0.1
O 0.1 0.9 -0.6
F 0.9 3.2 1.2
C -1.0 -0.1 0.5
H -0.2 0.1 -0.1
F 1.8 -0.4 -3.1
C -0.4 0.5 0.1
O 4.2 1.7 1.9
O -1.6 -0.1 0.6
O -0.1 -1.1 -1.1
H -0.6 -1.7 -2.1
C -0.2 -0.2 -0.4
H 0.1 0.1 0.0
H 1.4 -0.3 0.9
F 1.6 -3.0 -3.5
H -0.1 0.2 0.2
H 2.3 0.4 -0.5
C 0.5 0.0 0.0
H -0.2 0.1 0.0
O 0.6 -1.0 -0.1
C 0.2 0.1 -0.2
O -0.8 0.8 -0.1
O -2.5 -0.3 2.6
H -0.7 1.9 -0.9
O -0.9 -1.2 -0.4
H 0.2 0.0 0.0
H 0.6 1.7 2.0
F -2.5 0.3 2.6
H 0.4 0.3 0.0
H 2.7 -0.6 -0.3
H -0.1 0.4 -0.1
C -0.5 -0.5 -0.4
O -0.8 -0.5 -0.4
H 2.5 0.7 0.7
H -0.1 0.1 -0.4
H 0.1 -0.2 0.1
C 0.0 0.2 0.2
H 0.0 -0.2 -0.1
C 0.1 0.5 -0.3
H -1.1 -1.2 -1.0
C 0.2 1.0 3.6
H 2.2 -0.6 1.3
H 0.3 0.0 0.0
C 1.1 3.1 -0.4
H -0.9 -2.4 0.2
O 0.5 1.1 -0.3
C 0.5 -0.5 0.1
C -0.1 -2.4 -0.7
S 5.1 -2.1 2.6
H -0.1 -0.2 -0.1
C 0.9 2.7 4.3
H 0.3 -0.1 0.0
H 0.0 0.0 0.3
O 1.2 0.0 0.6
C -3.4 1.3 -0.7
H 2.3 0.1 -1.2
C 0.2 0.3 0.1
O -2.0 -1.6 -9.3
O 0.6 -0.1 1.0
F -2.3 2.0 -2.1
H -0.3 0.0 0.2
H -1.5 0.0 1.6
C 0.1 1.1 -1.4
C -0.2 0.0 1.5
Cl -1.4 0.5 1.1
H -0.1 -0.9 0.3
C 0.2 0.5 -0.1
C 0.2 0.1 0.7
H 0.2 0.0 -0.1
H 0.0 -0.1 -0.2
H 0.0 -0.2 0.3
H -0.2 0.0 0.1
H -0.1 0.0 -0.1
F -2.0 -3.2 -0.7
F -1.8 1.3 4.8
O 2.8 2.5 0.2
O -5.4 -1.4 -1.1
C -1.0 -0.6 -0.1

## Properties
F_max	9.65	eV/Å
frontier orbital gap	0.2358	Ha
total energy	-4700.88858	Ha
SMILES string	O=C1O[C@](CCCCC(F)(F)C(F)(F)S(F)(F)(F)(F)F)(COO)[C@](c2ccccc2)(P(O)Cl)O1.CCOC(=O)OC.CCOC(=O)OC.CCOC(=O)OC.CCOC(=O)OC
M	991.2	u

***

2.
C32H49IrN9O6PS as an isolated structure. Source: the Open Molecules 2025 dataset; level of theory: the ωB97M-V functional and the def2-TZVPD basis.

Element x y z (Å)
H: 3.5016 -0.8732 3.3197
N: 2.1254 -0.6447 -1.3385
H: 3.1731 -5.3024 -1.8338
H: 4.3797 0.4958 -2.3341
H: 0.4516 2.1242 4.7644
H: -3.0713 1.6429 -4.0161
O: -1.5108 -3.7433 -2.3229
H: 2.3499 2.1450 -3.6923
H: 3.8825 -3.1775 2.4851
H: 0.0976 -2.6104 3.4940
N: -2.3078 0.9803 1.3409
O: -0.1620 0.7060 -1.0045
H: 3.0447 0.9837 2.0320
C: 3.2736 -1.2497 -1.7656
H: -3.0306 1.7825 3.5830
C: -3.2345 0.7264 -3.4615
C: -0.5916 -2.8656 2.6993
H: 1.7498 -1.0612 3.1603
C: 3.6170 -2.5446 -1.4315
H: 5.3681 1.1725 1.0621
O: 0.0903 -1.9344 -2.9467
H: -2.1295 3.5798 2.1635
S: -1.0531 -2.3930 -2.2117
H: -1.9760 2.7311 4.6447
H: -0.0334 0.5077 5.2959
H: 0.8771 3.7098 0.0387
C: -2.1775 1.7280 4.2531
N: -0.2776 -2.4903 1.4684
H: -5.4602 1.9742 -3.9127
H: -3.1265 -0.8980 0.8676
H: 5.2314 -0.4753 0.4300
C: -0.0959 4.3714 -4.4168
O: 2.7871 -0.9675 1.3911
C: 3.2234 -4.9401 -0.8059
H: -0.6368 4.3832 2.6877
C: 0.1637 1.1254 4.4159
C: -2.5444 -3.8632 1.8119
O: 0.2934 0.2247 1.6167
N: 1.8802 0.4490 -2.0236
N: -1.0187 1.1743 3.5681
C: 2.8256 -3.4972 -0.7664
H: 3.6587 -0.3761 -3.6683
C: -1.1546 -2.7456 0.4585
C: 4.1635 -0.5037 -2.7107
C: 3.4113 0.3311 1.2364
H: 1.4499 2.1229 0.5707
H: -2.7692 1.0142 -0.7198
N: -0.6563 -2.1162 -0.6278
H: -5.7012 -1.0249 -1.9211
C: -2.1780 -0.1327 -3.2302
C: 0.6659 1.0613 -1.8292
C: -2.3881 -1.3094 -2.5246
H: -0.2995 5.2103 -5.0693
H: -3.8092 -2.5690 -1.5282
H: -1.1887 0.1013 -3.6004
N: -5.5583 1.3044 -3.1685
C: -2.8581 1.6432 0.1688
C: 1.1330 3.7290 -4.4768
C: 0.4297 2.2136 -2.7429
C: -3.6579 -1.6372 -2.0576
C: -1.7513 -3.5829 2.9220
C: -4.7104 -0.7735 -2.2800
C: -1.0664 3.9337 -3.5240
P: -0.7949 1.2194 1.9191
H: 1.5731 3.5212 1.6604
C: -0.8036 2.8586 -2.6923
H: 1.8864 4.0666 -5.1760
Ir: 1.0503 -1.4467 0.2234
H: 0.9986 0.6922 3.8694
H: -2.5819 -0.7202 2.5537
H: -2.3355 2.5785 -0.0064
H: -3.4527 -4.4453 1.9236
H: 4.5311 -2.9250 -1.8644
H: -4.0730 0.0606 2.0080
H: 2.1374 -3.4327 2.3319
C: 4.9162 0.1943 1.2307
N: -0.3677 2.7212 1.4014
N: -2.2771 -3.4414 0.5822
O: 1.7618 -3.2486 -0.1269
C: 2.9067 -2.8885 2.8764
H: 5.2999 -0.1904 2.1761
H: 2.8606 -3.1840 3.9262
H: 3.0558 0.7263 0.2881
H: -1.2314 4.5917 1.0313
C: 0.9578 3.0345 0.8945
H: -2.4412 1.0867 5.0979
H: -1.5525 2.4884 -2.0031
H: -6.4888 0.9319 -3.0814
H: 2.5595 -5.5332 -0.1836
C: -3.0550 -0.2137 1.7152
H: 4.2541 -5.0531 -0.4671
H: -2.0271 4.4302 -3.4808
H: 5.0891 -1.0527 -2.8639
H: -3.9151 1.8600 0.3466
C: 1.3973 2.6515 -3.6459
C: -4.5144 0.4215 -2.9854
C: 2.7151 -1.3953 2.7740
H: -2.0227 -3.9209 3.9099
C: -1.1292 3.8763 1.8507

Atomic forces in eV per Å
H 0.0 0.0 0.0
N 0.0 0.0 0.0
H 0.0 0.0 0.0
H 0.0 0.0 0.0
H 0.0 0.0 0.0
H 0.0 0.0 0.0
O 0.0 0.1 0.0
H 0.0 0.0 0.0
H 0.0 0.0 0.0
H 0.0 0.0 0.0
N 0.0 -0.1 0.1
O -0.3 0.0 0.1
H 0.0 0.0 0.0
C 0.0 -0.1 0.1
H 0.0 0.0 0.0
C -0.1 -0.1 0.0
C 0.0 -0.1 0.0
H 0.0 -0.1 0.0
C 0.0 0.1 0.0
H 0.0 0.0 0.0
O 0.0 0.0 0.0
H 0.0 0.0 0.0
S 0.0 -0.1 0.0
H 0.0 0.0 0.0
H 0.0 0.0 0.0
H 0.0 0.0 0.0
C 0.0 0.0 0.0
N -0.1 0.2 0.0
H 0.0 0.0 0.0
H 0.0 0.0 0.0
H 0.0 0.0 0.0
C 0.0 0.0 0.0
O 0.0 -0.1 0.0
C 0.0 0.0 0.0
H 0.0 0.0 0.0
C 0.0 0.0 0.0
C 0.0 0.0 0.0
O 0.2 0.0 -0.4
N 0.2 0.0 -0.1
N 0.0 -0.1 0.0
C 0.0 -0.1 0.0
H 0.0 0.0 0.0
C 0.0 -0.1 -0.1
C 0.0 0.0 0.0
C 0.0 0.0 0.0
H 0.0 0.0 0.0
H 0.0 0.0 0.0
N -0.1 0.0 0.0
H 0.0 0.0 0.0
C 0.0 0.0 0.0
C 0.1 0.0 0.0
C -0.1 0.0 0.0
H 0.0 0.0 0.0
H 0.0 0.0 0.0
H -0.1 0.0 0.0
N 0.0 0.0 0.0
C 0.0 0.0 -0.1
C 0.0 0.0 0.0
C 0.1 0.1 0.0
C 0.0 0.0 0.0
C 0.0 0.0 0.0
C 0.0 0.0 0.0
C 0.0 0.0 0.0
P -0.2 0.0 0.1
H 0.0 0.0 0.0
C 0.0 0.0 0.1
H 0.0 0.0 0.0
Ir -0.2 0.1 0.8
H -0.1 0.1 0.0
H 0.0 0.0 0.0
H 0.0 0.0 -0.1
H 0.0 0.0 0.0
H 0.0 0.0 0.0
H 0.0 0.0 0.0
H 0.0 0.0 0.0
C 0.0 0.0 0.0
N 0.1 0.0 0.0
N 0.0 0.1 0.0
O 0.1 0.0 -0.3
C 0.0 0.0 0.0
H 0.0 0.0 0.0
H 0.0 0.0 0.0
H 0.0 0.0 0.1
H 0.0 0.0 0.0
C 0.0 0.0 0.0
H 0.0 0.0 0.0
H 0.1 0.1 -0.1
H 0.0 0.0 0.0
H 0.0 0.0 0.0
C -0.1 0.1 0.0
H 0.0 0.0 0.0
H 0.0 0.0 0.0
H 0.0 0.0 0.0
H 0.0 0.0 0.0
C 0.0 0.0 0.0
C 0.0 -0.1 0.0
C 0.0 0.0 0.0
H 0.0 0.0 0.0
C 0.0 0.0 0.0

## Properties
spin multiplicity	2
expectation value of S²	0.7717
F_max	0.79	eV/Å
frontier orbital gap (alpha / beta)	0.2851 / 0.2276	Ha
total energy	-3036.76652	Ha
M	911.1	u
net charge	+1